81
Properties=species:S:1:pos:R:3 method="wB97M-V/def2-TZVPD" e_homo_ha="-0.332 / -0.328" total_charge=+1
Bi -1.24291 -4.01011 0.39249
P -2.41605 -1.27780 2.76196
P 0.17082 -5.40516 -3.07257
C 0.93341 -2.77871 1.20808
C 1.85362 -0.76360 2.13804
C -2.13585 -2.95620 3.55619
C 3.06718 1.79474 -0.91454
C -2.67252 -5.64078 -2.65223
C 1.12032 3.28458 1.02339
C 0.71588 2.56891 -0.20685
C -0.59968 2.43829 -0.72131
C 2.62684 -2.92922 2.90902
C 1.60668 1.89856 -1.09308
C -1.37675 -6.02058 -0.41928
C -1.81302 -0.15351 4.06385
C -1.53391 -4.09771 2.75112
C -1.82477 3.03032 -0.13845
C -3.77312 -5.73572 0.64247
C -2.67272 -6.68124 0.09845
C -1.65818 1.42089 -2.84161
C -4.24263 -1.18385 2.87098
C 0.83845 1.36281 -2.15726
C -3.15932 -3.75040 -0.87338
C 1.77743 -3.55411 1.97216
C -3.56944 -4.52226 -2.10823
C -0.52719 1.69881 -1.93177
C 2.64500 -1.53352 2.99970
C 1.38415 0.64944 -3.33647
C -3.48259 -4.26266 0.44192
C 0.98244 -1.40060 1.22042
C 1.40248 -4.99857 -1.74951
C -0.37966 -3.64902 -3.29246
C -1.33477 -6.00249 -1.93980
H -0.65521 -3.49783 -4.34903
H -4.55390 -0.13843 2.77263
H -3.94191 -5.94087 1.71131
H -4.61892 -1.60925 3.80950
H 0.23870 3.58649 1.60127
H -2.08045 0.86912 3.76322
H -1.82753 2.26541 -3.52933
H 3.55141 2.78483 -0.90573
H -3.69516 -3.77935 -2.91905
H 0.45728 -2.98552 -3.04487
H -0.50358 -6.51953 0.01977
H 1.88516 0.32904 2.18410
H 1.03939 -4.28779 -0.97880
H 1.81181 1.35722 -4.06337
H 0.60125 0.07966 -3.84898
H -1.98144 4.06055 -0.49290
H 3.51546 1.20853 -1.72629
H -4.58594 -4.93486 -1.96064
H 3.27240 -1.04489 3.74059
H -3.18708 -2.66447 -1.01022
H -1.51073 -2.77648 4.44726
H -2.25556 -0.40730 5.03728
H -0.47425 -4.25889 3.01171
H 2.18384 -0.03982 -3.03970
H -3.90419 -3.56825 1.18057
H -2.70879 2.44734 -0.41876
H -3.12009 -7.29337 -0.69982
H 3.25606 -3.53407 3.56642
H -3.27223 -6.55933 -2.71727
H 1.70335 4.19229 0.79851
H -1.14138 -7.06050 -2.22468
H 1.74943 2.64491 1.66106
H -2.58936 1.26576 -2.28043
H -1.75935 3.06476 0.95469
H -1.46915 0.53069 -3.45507
H -4.73288 -5.98436 0.15284
H 3.31614 1.30295 0.03981
H -0.71701 -0.23742 4.09507
H -2.42434 -7.39911 0.89598
H 1.75703 -4.65124 1.92136
H -4.65384 -1.74352 2.02040
H -2.46317 -5.41197 -3.70971
H -3.13985 -3.25149 3.89356
H -2.07635 -5.04771 2.91390
H 0.34531 -0.79131 0.58052
H 2.24642 -4.53002 -2.27836
H 1.74874 -5.91940 -1.25827
H -1.23696 -3.35981 -2.66402